Record 1
The following is a quantum chemistry calculation of a molecular structure, C17H14ClN6O3SeY, from the OMol25 dataset.

Structure (XYZ):
```
43
Properties=species:S:1:pos:R:3:nbo_charge:R:1
Y -0.7596 0.3889 -1.1952 2.026
N 0.0079 0.6651 -3.5976 -0.893
C -1.3068 0.8790 -4.2828 -0.303
C -2.0500 2.0103 -3.5409 0.639
O -2.3361 3.0317 -4.1561 -0.655
N -2.2176 1.7298 -2.2437 -0.842
C -2.5283 2.8371 -1.3506 -0.367
C -1.3789 3.1575 -0.3666 0.772
O -1.5403 3.9493 0.5395 -0.648
O -0.2848 2.4529 -0.5592 -0.891
H 0.4925 1.5618 -3.5929 0.396
H 0.5835 0.0304 -4.1409 0.382
H -1.8620 -0.0585 -4.2288 0.211
H -1.1978 1.2006 -5.3174 0.211
H -3.4142 2.6237 -0.7447 0.214
H -2.7529 3.7474 -1.9125 0.251
Se 3.3888 -2.6362 5.1866 0.906
N 3.6069 -2.7539 3.4006 -0.585
C 2.6720 -2.0304 2.8622 0.109
C 2.5329 -1.8528 1.4121 -0.026
C 3.4297 -2.4307 0.5171 -0.115
C 3.2829 -2.1874 -0.8305 -0.246
C 2.2425 -1.3614 -1.2389 0.081
N 1.3774 -0.8050 -0.3993 -0.495
C 1.5083 -1.0484 0.9168 0.177
C 0.5225 -0.4300 1.8418 0.254
N -0.5001 0.2319 1.2930 -0.507
C -1.3553 0.8673 2.0851 0.125
C -1.2363 0.8633 3.4716 -0.230
C -0.2211 0.1340 4.0473 -0.103
C 0.6798 -0.5364 3.2206 -0.115
C 1.7692 -1.3544 3.7598 0.123
N 1.9710 -1.5297 5.0315 -0.577
H 4.2273 -3.0556 0.8956 0.245
H 3.9551 -2.6135 -1.5606 0.235
H 2.0944 -1.1364 -2.2886 0.201
H -2.1594 1.4087 1.6043 0.233
H -1.9456 1.4182 4.0677 0.239
H -0.1024 0.0739 5.1206 0.242
Cl -3.2254 -0.8159 -0.2081 -0.125
C -1.8976 -1.7852 -1.1237 -0.948
H -2.4354 -2.2454 -1.9544 0.203
H -1.6367 -2.5958 -0.4396 0.196
```

**Kohn-Sham gap**: 6.680 eV
**Charge**: 0


Record 2
The following is a quantum chemistry calculation of a molecular structure, C17H14ClNO2PbS2 in a non-equilibrium geometry, from the OMol25 dataset.

Structure (XYZ):
```
38
Properties=species:S:1:pos:R:3:nbo_charge:R:1
C 0.2069 0.7561 -1.6289 -0.329
C 0.4076 -0.4087 -2.4311 -0.419
C 1.6366 -1.0235 -2.0151 -0.398
H -0.2422 -0.7499 -3.2310 0.212
C 2.1922 -0.2091 -0.9834 -0.362
C 1.3096 0.8863 -0.7497 -0.292
H 1.4642 1.6899 -0.0335 0.192
H -0.6494 1.4177 -1.6589 0.223
H 2.0861 -1.9260 -2.4406 0.202
H 3.1336 -0.3770 -0.4618 0.182
Pb -0.7390 -2.7146 -0.8572 1.334
Cl -2.6887 -2.4609 -2.4274 -0.742
C -0.9032 -5.2992 -1.0832 -0.517
C 0.4795 -5.4972 -0.7224 -0.356
C 1.2548 -5.3944 -1.9026 -0.328
H 0.8464 -5.7672 0.2691 0.201
C 0.3798 -5.1495 -3.0019 -0.345
C -0.9477 -5.1121 -2.5158 -0.331
H -1.8486 -5.0298 -3.1206 0.226
H -1.7645 -5.4184 -0.4261 0.218
H 2.3312 -5.5612 -1.9799 0.195
H 0.6735 -5.0887 -4.0512 0.199
O -3.5090 3.6346 1.0413 -0.957
S -2.1358 3.4983 0.6230 2.261
O -1.7065 4.0689 -0.6336 -0.940
N -1.6199 1.9123 0.7046 -0.792
C -0.8037 1.6352 1.7272 0.068
S -0.2537 0.0841 1.9763 -0.249
C -0.4129 2.8406 2.4740 -0.116
C 0.6004 2.9876 3.4177 -0.174
C 0.9184 4.2555 3.9067 -0.229
C 0.2129 5.3793 3.4447 -0.230
C -0.7997 5.2410 2.4805 -0.233
C -1.0547 3.9740 1.9698 -0.218
H 1.1264 2.0886 3.7330 0.238
H 1.7110 4.3755 4.6455 0.199
H 0.4752 6.3674 3.8224 0.195
H -1.3672 6.0948 2.1200 0.213
```

**Kohn-Sham gap**: 5.490 eV
**Charge**: -2


Record 3
The following is a quantum chemistry calculation of a molecular structure, C17H14ClNO3SSn in a non-equilibrium geometry, from the OMol25 dataset.

Structure (XYZ):
```
38
Properties=species:S:1:pos:R:3:nbo_charge:R:1
C -2.6294 -0.9226 -0.2301 -0.349
C -1.9674 -1.1223 -1.5013 -0.325
C -1.7018 0.1438 -2.0372 -0.221
H -1.5685 -2.0499 -1.8887 0.236
C -2.1556 1.1427 -1.1019 -0.192
C -2.6571 0.5084 0.0354 -0.334
H -2.9874 0.9960 0.9297 0.242
H -3.0415 -1.7173 0.4380 0.248
H -1.3191 0.3616 -3.0375 0.231
H -2.1998 2.2135 -1.3325 0.232
Sn -0.5735 -1.1253 1.0843 1.546
Cl 0.2783 -2.8153 2.5341 -0.567
C 2.6112 0.3068 0.1300 -0.167
C 2.3489 1.5496 -0.5214 -0.139
C 2.0723 1.2801 -1.8942 -0.356
H 2.1977 2.4868 0.0285 0.232
C 2.1337 -0.1388 -2.0872 -0.064
C 2.4642 -0.7354 -0.8336 -0.365
H 2.3516 -1.7991 -0.5776 0.223
H 2.6650 0.1640 1.2037 0.248
H 1.7280 2.0088 -2.6465 0.223
H 1.8170 -0.7056 -2.9779 0.212
O 2.6033 2.5862 4.8913 -0.907
S 2.2975 1.2331 4.4431 2.262
O 3.3036 0.2062 4.5169 -0.902
N 1.6199 1.2836 2.9074 -0.763
C 0.3359 0.9849 2.9519 0.594
O -0.4450 0.8737 1.8971 -0.839
C -0.2093 0.6168 4.2750 -0.159
C -1.4890 0.0935 4.5076 -0.186
C -1.7241 -0.3498 5.7993 -0.192
C -0.7156 -0.2719 6.8039 -0.184
C 0.5505 0.2601 6.4945 -0.198
C 0.7938 0.6659 5.2082 -0.223
H -2.1843 0.0704 3.6823 0.220
H -2.6955 -0.7540 6.0349 0.220
H -0.9308 -0.6077 7.8129 0.227
H 1.3448 0.3843 7.2296 0.237
```

**Kohn-Sham gap (alpha / beta)**: 5.454 / 6.175 eV
**Charge**: 0


Record 4
The following is a quantum chemistry calculation of a molecular structure, C17H14CoN3O2S in a non-equilibrium geometry, from the OMol25 dataset.

Structure (XYZ):
```
38
Properties=species:S:1:pos:R:3:nbo_charge:R:1
Co 0.5128 0.0745 -1.1436 1.203
O -0.5439 -0.8825 0.3808 -0.755
C -1.7363 -1.2909 0.2292 0.437
C -2.2179 -2.4141 0.9790 -0.252
C -3.5028 -2.8639 0.8694 -0.189
C -4.4415 -2.2289 0.0287 -0.323
C -4.0271 -1.1408 -0.6920 -0.133
C -2.7025 -0.6668 -0.6347 -0.281
C -2.3841 0.5394 -1.3352 0.187
N -1.1978 0.9776 -1.5319 -0.489
C -0.9434 2.3333 -1.9593 -0.231
C -0.0526 2.9624 -0.8785 -0.233
N 0.8917 1.9390 -0.4423 -0.525
C 1.5434 2.0745 0.6490 0.180
C 2.5062 1.1340 1.1541 -0.201
C 3.1487 1.4442 2.3642 -0.153
C 4.1354 0.6469 2.8875 -0.319
C 4.5064 -0.5041 2.1703 -0.172
C 3.9043 -0.8382 0.9859 -0.292
C 2.8599 -0.0483 0.4258 0.425
O 2.3240 -0.4100 -0.6820 -0.716
H -1.5016 -2.9085 1.6229 0.206
H -3.8090 -3.7323 1.4431 0.195
H -5.4578 -2.5924 -0.0428 0.197
H -4.7290 -0.6215 -1.3387 0.188
H -3.2291 1.1530 -1.6708 0.152
H -1.8645 2.9113 -2.0946 0.180
H -0.3993 2.3116 -2.9078 0.200
H -0.6614 3.3104 -0.0372 0.185
H 0.4860 3.8211 -1.2902 0.192
H 1.3953 2.9816 1.2491 0.151
H 2.8469 2.3465 2.8880 0.191
H 4.6154 0.8958 3.8243 0.200
H 5.2830 -1.1490 2.5670 0.199
H 4.1838 -1.7326 0.4446 0.219
S -0.0887 -4.0067 -3.2823 -0.352
C 0.1065 -2.4695 -2.7627 0.198
N 0.2405 -1.3562 -2.4364 -0.671
```

**Kohn-Sham gap (alpha / beta)**: 7.131 / 7.172 eV
**2S+1**: 2
**Charge**: -1


Record 5
The following is a quantum chemistry calculation of a molecular structure, C17H14F6MgNO7S2Te, from the OMol25 dataset.

Structure (XYZ):
```
49
Properties=species:S:1:pos:R:3:nbo_charge:R:1
Mg 0.3773 0.0829 0.1812 1.674
C -4.7542 -4.1054 -1.5961 -0.254
O -5.3105 -2.8155 -1.4209 -0.493
C -4.4732 -1.8305 -1.0082 0.344
C -5.0757 -0.5555 -0.8815 -0.325
C -4.3040 0.4915 -0.4837 -0.110
C -2.9218 0.3667 -0.1926 -0.357
C -2.1763 1.5331 0.1906 0.614
C -2.8824 2.8570 0.3805 -0.707
O -0.9445 1.5501 0.3758 -0.761
C -2.3168 -0.9330 -0.3057 0.477
O -1.0941 -1.1894 -0.0390 -0.866
C -3.1466 -2.0145 -0.7264 -0.379
H -5.5654 -4.7389 -1.9452 0.191
H -4.3620 -4.4978 -0.6550 0.181
H -3.9539 -4.0906 -2.3394 0.183
H -6.1258 -0.4430 -1.1112 0.215
H -4.7695 1.4643 -0.3992 0.203
H -3.7119 2.7708 1.0819 0.224
H -3.2768 3.2169 -0.5711 0.232
H -2.1560 3.5723 0.7558 0.238
H -2.6574 -2.9737 -0.8072 0.224
Te 1.2126 0.2057 -2.4981 -0.456
C 2.9429 1.4261 -2.4635 -0.191
C 3.2307 2.3050 -1.4200 -0.257
C 4.3755 3.0903 -1.4427 -0.203
C 5.2557 3.0229 -2.5136 -0.252
C 4.9766 2.1572 -3.5623 -0.216
C 3.8354 1.3675 -3.5349 -0.258
H 2.5615 2.3765 -0.5733 0.215
H 4.5791 3.7583 -0.6137 0.200
H 6.1492 3.6352 -2.5301 0.198
H 5.6539 2.0899 -4.4061 0.198
H 3.6341 0.6887 -4.3549 0.208
F 4.0447 -1.7703 3.4063 -0.305
C 4.1145 -0.5702 2.8458 0.760
F 5.2904 -0.4687 2.2264 -0.307
F 4.0562 0.3761 3.7680 -0.298
S 2.7888 -0.3887 1.5124 2.183
O 3.4971 -0.7641 0.3351 -0.885
O 2.1941 0.9415 1.5465 -0.978
N 1.6192 -1.4457 1.7926 -1.271
S 1.0730 -1.6840 3.2738 2.248
O 1.6542 -0.7765 4.2245 -0.947
O 0.9898 -3.0769 3.5782 -0.913
C -0.7016 -1.1641 3.2210 0.720
F -1.4693 -2.0418 2.5946 -0.296
F -1.1382 -1.0431 4.4765 -0.313
F -0.8184 0.0354 2.6276 -0.328
```

**Kohn-Sham gap**: 6.573 eV
**Charge**: -1


Record 6
The following is a quantum chemistry calculation of a molecular structure, C17H14F6N5O6RuS3, from the OMol25 dataset.

Structure (XYZ):
```
52
Properties=species:S:1:pos:R:3:nbo_charge:R:1
Ru 0.2947 -0.5950 -0.5728 0.932
N 0.7930 -3.9815 -3.1679 -0.770
C 0.6533 -2.8042 -2.5327 0.308
S 0.6037 -2.8641 -0.7757 -0.063
N 0.5855 -1.7296 -3.2823 -0.414
N 0.4575 -0.5949 -2.5465 -0.138
C 0.3796 0.5422 -3.1363 0.053
C 0.2145 1.7129 -2.2832 0.183
C 0.1240 3.0019 -2.7823 -0.204
C -0.0275 4.0520 -1.8944 -0.130
C -0.0709 3.7917 -0.5342 -0.238
C 0.0239 2.4802 -0.1065 0.097
N 0.1545 1.4682 -0.9570 -0.418
H 0.6701 -4.8338 -2.6524 0.408
H 0.6877 -3.9966 -4.1681 0.408
H 0.4236 0.6118 -4.2161 0.217
H 0.1597 3.1672 -3.8499 0.231
H -0.1145 5.0659 -2.2607 0.228
H -0.1926 4.5846 0.1892 0.234
H -0.0267 2.2169 0.9411 0.219
F -3.3761 3.4850 0.7671 -0.318
C -3.5939 2.1669 0.7906 0.706
F -2.4929 1.5765 1.2770 -0.328
F -4.6011 1.9147 1.6176 -0.305
S -3.9522 1.5702 -0.9167 2.278
O -2.7652 1.8903 -1.6571 -0.951
O -5.1902 2.1867 -1.2568 -0.903
N -4.1841 0.0196 -0.6816 -1.230
S -3.1417 -1.1189 -0.7982 2.301
O -3.4523 -2.1284 -1.7534 -0.892
O -1.7691 -0.6219 -0.8172 -0.951
C -3.3050 -1.9508 0.8388 0.725
F -4.5199 -2.4658 0.9766 -0.300
F -3.0826 -1.0947 1.8341 -0.311
F -2.4046 -2.9315 0.9124 -0.310
C 0.4462 -0.7670 3.7622 -0.708
C 0.9333 -0.7043 2.3406 0.620
O 0.0500 -0.5393 1.4835 -0.577
C 2.3484 -0.8127 2.0345 -0.320
C 3.2430 -1.0977 3.0921 -0.127
C 4.5978 -1.1513 2.9105 -0.271
C 5.1176 -0.8960 1.6333 -0.142
C 4.2869 -0.6077 0.5841 -0.296
C 2.8833 -0.5683 0.7398 0.491
O 2.2028 -0.2766 -0.3416 -0.635
H -0.6304 -0.6211 3.7612 0.250
H 0.9249 -0.0039 4.3759 0.238
H 0.6752 -1.7395 4.1996 0.242
H 2.8431 -1.2846 4.0786 0.212
H 5.2544 -1.3823 3.7372 0.220
H 6.1877 -0.9292 1.4710 0.218
H 4.6735 -0.4122 -0.4069 0.228
```

**Kohn-Sham gap (alpha / beta)**: 7.621 / 7.153 eV
**2S+1**: 2
**Charge**: 0


Record 7
The following is a quantum chemistry calculation of a single C17H14N4S molecule in a non-equilibrium geometry, from the OMol25 dataset.

Structure (XYZ):
```
36
Properties=species:S:1:pos:R:3:nbo_charge:R:1
C -2.1931 -0.1634 -2.8853 -0.210
C -2.7087 -1.3327 -2.3809 -0.204
C -1.9086 -2.1750 -1.5952 -0.192
C -0.5899 -1.7968 -1.3821 -0.076
C 0.2480 -2.6668 -0.5440 -0.028
C 0.4321 -4.0138 -0.9416 -0.203
C 1.2245 -4.8895 -0.2231 -0.183
C 1.8592 -4.4275 0.9136 -0.219
C 1.7713 -3.1085 1.3019 -0.171
C 0.9413 -2.2113 0.6007 -0.024
C 0.8944 -0.8246 1.0882 -0.010
N 1.9844 -0.1501 1.4739 -0.264
N 1.8269 1.1729 1.7107 -0.230
C 0.5677 1.5404 1.5887 -0.051
C 0.1789 2.9577 1.6547 0.376
N -1.0539 3.3973 1.5365 -0.478
C -1.0964 4.8778 1.5221 -0.252
C 0.3858 5.3149 1.4720 -0.231
N 1.0369 4.0063 1.7921 -0.611
S -0.4817 0.2423 1.1497 0.485
C -0.0816 -0.6181 -1.9015 -0.194
C -0.9069 0.2551 -2.5858 -0.197
H -2.7928 0.4306 -3.5239 0.211
H -3.7687 -1.5528 -2.6013 0.217
H -2.3262 -3.0868 -1.1824 0.222
H -0.0250 -4.3395 -1.8577 0.218
H 1.3137 -5.9125 -0.5904 0.219
H 2.4734 -5.0770 1.5296 0.216
H 2.3766 -2.8242 2.1446 0.231
H -1.6578 5.1600 0.6437 0.204
H -1.5816 5.3205 2.3953 0.197
H 0.6371 5.6909 0.4796 0.188
H 0.5704 6.0669 2.2376 0.202
H 2.0502 3.8780 1.6903 0.409
H 0.9337 -0.3226 -1.7041 0.220
H -0.5337 1.1821 -3.0265 0.218
```

**Kohn-Sham gap**: 8.287 eV
**Charge**: 0
**Structure (SMILES)**: c1ccc(-c2ccccc2-c2nnc(C3=NCCN3)s2)cc1


Record 8
The following is a quantum chemistry calculation of a gas-phase ion, C17H14NO4 (charge +1) in a non-equilibrium geometry, from the OMol25 dataset.

Structure (XYZ):
```
36
Properties=species:S:1:pos:R:3:nbo_charge:R:1
O 1.0974 -5.8649 -0.9296 -0.643
C 0.8419 -4.5157 -0.7719 0.313
C -0.3735 -3.9902 -0.3249 -0.262
C -0.5899 -2.5962 -0.0621 0.042
C 0.4496 -1.6736 -0.3999 -0.113
C 1.7547 -2.2239 -0.6351 -0.240
C 1.9041 -3.5648 -0.8691 0.235
O 3.1658 -4.0955 -1.1077 -0.702
C 0.1935 -0.1913 -0.1926 0.198
C 0.6547 0.8121 -1.1176 -0.168
C 0.2673 2.1777 -0.6821 -0.014
C 0.8033 3.2306 -1.4199 -0.221
C 0.3808 4.6012 -1.0841 -0.188
C -0.2877 5.0137 0.0336 0.231
O -0.8797 6.2405 0.1731 -0.632
C -0.7382 3.8733 0.9630 0.425
O -1.0758 4.1867 2.0739 -0.605
C -0.5710 2.4578 0.4798 -0.203
C -1.2222 1.4245 1.1152 0.146
N -0.7180 0.1769 0.8772 -0.312
C -1.4817 -0.9236 1.4857 -0.220
C -1.7979 -2.1723 0.5776 -0.436
H 1.8833 -5.9444 -1.5439 0.508
H -1.1411 -4.5717 -0.5540 0.220
H 2.6322 -1.5188 -0.6392 0.230
H 3.8866 -3.6295 -0.6303 0.501
H 1.2739 0.5622 -1.9743 0.261
H 1.5119 2.9264 -2.2363 0.241
H 0.6377 5.4148 -1.7052 0.242
H -1.4541 6.1404 0.9984 0.495
H -1.0589 3.4556 2.8033 0.523
H -1.8971 1.5382 1.9464 0.224
H -0.9683 -1.2093 2.4590 0.223
H -2.4385 -0.6521 1.8837 0.226
H -2.2109 -2.9990 1.1422 0.252
H -2.4344 -1.8956 -0.1325 0.224
```

**Kohn-Sham gap**: 6.351 eV
**Charge**: +1
**Structure (SMILES)**: Oc1cc2c(cc1O)-c1cc3ccc(O)c(O)c3c[n+]1CC2


Q: Which of these has the lowest charge?
A: C17H14ClNO2PbS2


Q: What is the charge in the second record?
A: -2


Q: Which formula does entry 3 have?
A: C17H14ClNO3SSn